# C4H12IN2

A gas-phase ion, C4H12IN2 (charge +1) in a non-equilibrium geometry (ωB97M-V/def2-TZVPD, the OMol25 dataset).

Last column: Löwdin charge in e.
Atoms and positions in Å:
C (1.62, 0.78, -1.22)  -0.064
N (0.40, 1.44, -0.78)  -0.124
C (-0.19, 1.18, 0.40)  -0.788
I (-1.72, 2.49, 1.07)  0.974
N (-0.72, -0.38, 0.75)  -0.214
C (0.38, -1.30, 1.04)  -0.061
C (-1.67, -0.95, -0.28)  -0.051
H (2.04, 1.41, -1.97)  0.086
H (2.46, 0.83, -0.44)  0.121
H (1.44, -0.26, -1.42)  0.074
H (-0.11, 1.79, -1.56)  0.118
H (0.69, 1.16, 1.17)  0.127
H (-1.22, -0.25, 1.63)  0.113
H (0.59, -2.28, 0.50)  0.128
H (1.33, -0.70, 1.02)  0.080
H (0.30, -1.65, 2.15)  0.138
H (-1.21, -0.86, -1.36)  0.126
H (-1.79, -2.09, -0.31)  0.123
H (-2.62, -0.35, -0.39)  0.096

The largest force on an atom is 3.89 eV/A. Its gap between HOMO and LUMO is 10.4 eV. Its structure (SMILES) is CN[C@@H](I)[NH+](C)C. The calculation puts the lowest unoccupied orbital energy at -3.46 eV. Its net charge is +1.